Record 1
Molecular formula: C27H37N2O3
Method: DFT, wB97M-V/def2-TZVPD

Atoms and positions in Å:
C (8.920, 2.003, -0.638)
C (8.008, 1.011, 0.075)
C (7.347, 0.051, -0.911)
C (6.547, -1.064, -0.237)
C (5.371, -0.591, 0.618)
C (4.306, 0.160, -0.178)
C (3.075, 0.464, 0.672)
C (1.991, 1.181, -0.130)
C (0.707, 1.337, 0.680)
C (-0.338, 2.132, -0.094)
O (-1.574, 2.188, 0.645)
C (-2.524, 1.350, 0.314)
O (-2.526, 0.556, -0.586)
C (-3.735, 1.498, 1.269)
N (-4.799, 0.652, 0.804)
C (-4.746, -0.686, 0.702)
C (-3.679, -1.582, 1.252)
O (-3.105, -2.288, 0.178)
C (-1.724, -2.292, 0.054)
C (-1.216, -2.286, -1.238)
C (0.150, -2.352, -1.437)
C (1.012, -2.423, -0.355)
C (0.501, -2.430, 0.930)
C (-0.867, -2.365, 1.143)
N (-5.807, -1.140, 0.035)
C (-6.099, -2.513, -0.282)
C (-6.591, -0.063, -0.324)
C (-7.794, 0.017, -1.014)
C (-8.318, 1.279, -1.210)
C (-7.670, 2.423, -0.737)
C (-6.477, 2.352, -0.048)
C (-5.941, 1.087, 0.156)
H (9.713, 1.480, -1.168)
H (8.356, 2.590, -1.360)
H (9.377, 2.685, 0.075)
H (7.244, 1.564, 0.624)
H (8.592, 0.438, 0.798)
H (6.703, 0.613, -1.590)
H (8.128, -0.415, -1.519)
H (7.222, -1.643, 0.397)
H (6.168, -1.736, -1.012)
H (5.735, 0.044, 1.427)
H (4.911, -1.470, 1.079)
H (4.718, 1.097, -0.555)
H (4.009, -0.443, -1.040)
H (3.367, 1.083, 1.523)
H (2.669, -0.470, 1.066)
H (1.773, 0.608, -1.034)
H (2.354, 2.164, -0.436)
H (0.919, 1.844, 1.623)
H (0.304, 0.346, 0.906)
H (-0.028, 3.170, -0.223)
H (-0.528, 1.673, -1.067)
H (-4.068, 2.536, 1.270)
H (-3.427, 1.237, 2.284)
H (-2.930, -0.989, 1.785)
H (-4.135, -2.292, 1.961)
H (-1.902, -2.230, -2.067)
H (0.542, -2.347, -2.443)
H (2.078, -2.479, -0.513)
H (1.163, -2.499, 1.780)
H (-1.251, -2.398, 2.153)
H (-6.522, -2.565, -1.283)
H (-5.182, -3.098, -0.257)
H (-6.821, -2.922, 0.428)
H (-8.300, -0.862, -1.376)
H (-9.250, 1.387, -1.741)
H (-8.118, 3.388, -0.917)
H (-5.993, 3.246, 0.311)

Summary:
SMILES: CCCCCCCCCCOC(=O)Cn1c(COc2ccccc2)[n+](C)c2ccccc21
Highest occupied orbital energy: -11.488 eV
HOMO-LUMO gap: 8.475 eV
Multiplicity: 1
Net charge: +1

=====

Record 2
Molecular formula: C23H23FI2IrN4O3
Method: DFT, wB97M-V/def2-TZVPD

Atoms and positions in Å:
Ir (-3.920, -1.507, 0.351)
F (2.426, -2.378, 2.445)
C (2.010, -1.419, 1.601)
C (0.695, -1.391, 1.251)
C (0.214, -0.371, 0.420)
C (-1.192, -0.318, 0.076)
O (-1.928, -1.255, 0.539)
C (-1.618, 0.750, -0.727)
C (-0.681, 1.662, -1.158)
N (0.621, 1.607, -0.877)
C (1.508, 2.651, -1.365)
C (2.518, 2.309, -2.421)
C (1.330, 3.158, -2.759)
C (1.106, 0.599, -0.051)
C (2.458, 0.535, 0.304)
C (2.936, -0.462, 1.137)
N (4.306, -0.489, 1.470)
C (4.942, 0.715, 1.986)
C (6.301, 0.880, 1.294)
N (6.788, -0.490, 0.892)
C (6.464, -1.502, 1.952)
C (4.940, -1.698, 1.991)
C (-3.035, 1.017, -1.170)
O (-3.254, 1.965, -1.887)
O (-3.973, 0.212, -0.753)
H (0.016, -2.139, 1.639)
H (-1.019, 2.487, -1.772)
H (1.780, 3.361, -0.594)
H (2.513, 1.294, -2.795)
H (3.491, 2.777, -2.359)
H (0.564, 2.707, -3.374)
H (1.471, 4.217, -2.917)
H (3.145, 1.266, -0.097)
H (5.070, 0.648, 3.072)
H (4.328, 1.589, 1.792)
H (7.048, 1.316, 1.953)
H (6.235, 1.474, 0.384)
H (7.790, -0.471, 0.699)
H (6.312, -0.765, 0.030)
H (6.856, -1.104, 2.886)
H (6.982, -2.430, 1.725)
H (4.658, -1.929, 3.021)
H (4.653, -2.544, 1.369)
N (-5.686, -1.485, 0.258)
C (-6.841, -1.182, -0.255)
C (-6.956, -0.995, -1.673)
C (-8.168, -0.645, -2.205)
C (-9.266, -0.488, -1.354)
C (-9.177, -0.664, 0.035)
C (-7.980, -1.004, 0.595)
H (-6.066, -1.121, -2.275)
H (-8.280, -0.488, -3.268)
H (-10.222, -0.213, -1.782)
H (-10.054, -0.530, 0.653)
H (-7.855, -1.153, 1.659)
I (-3.666, -3.442, 2.053)
I (-3.631, -3.125, -1.639)

Summary:
Highest occupied orbital energy (spin up / spin down): -13.086 / -13.041 eV
HOMO-LUMO gap (spin up / spin down): 5.772 / 5.918 eV
Multiplicity: 2
Net charge: +2

=====

Record 3
Molecular formula: C24H31N3O4
Method: DFT, wB97M-V/def2-TZVPD

Atoms and positions in Å:
C (-0.934, -2.923, 1.412)
C (-0.719, -2.462, -0.023)
O (-1.484, -1.308, -0.336)
C (-2.857, -1.383, -0.351)
C (-3.539, -2.536, -0.726)
C (-4.921, -2.556, -0.785)
C (-5.651, -1.428, -0.456)
C (-4.983, -0.287, -0.060)
C (-3.593, -0.237, -0.006)
C (-3.001, 1.025, 0.536)
O (-3.628, 1.749, 1.284)
N (-1.746, 1.313, 0.112)
C (-0.926, 2.319, 0.749)
C (0.104, 1.643, 1.670)
O (0.232, 1.937, 2.836)
N (0.839, 0.694, 1.029)
C (1.756, -0.216, 1.564)
C (1.825, -0.502, 2.920)
C (2.685, -1.484, 3.379)
C (3.473, -2.190, 2.489)
C (3.426, -1.896, 1.136)
C (2.586, -0.902, 0.656)
N (2.475, -0.563, -0.716)
C (2.864, -1.574, -1.684)
C (2.343, -1.133, -3.054)
O (2.888, 0.110, -3.431)
C (2.579, 1.100, -2.480)
C (3.081, 0.712, -1.088)
C (-0.254, 3.237, -0.287)
C (0.651, 4.249, 0.409)
C (-1.319, 3.947, -1.118)
H (-0.274, -3.758, 1.631)
H (-0.709, -2.110, 2.099)
H (-1.965, -3.234, 1.565)
H (-0.924, -3.273, -0.731)
H (0.315, -2.138, -0.161)
H (-2.993, -3.430, -0.983)
H (-5.423, -3.463, -1.087)
H (-6.729, -1.443, -0.497)
H (-5.523, 0.600, 0.235)
H (-1.289, 0.629, -0.471)
H (-1.593, 2.909, 1.388)
H (0.704, 0.567, 0.034)
H (1.197, 0.044, 3.604)
H (2.729, -1.702, 4.435)
H (4.137, -2.964, 2.843)
H (4.060, -2.441, 0.454)
H (2.420, -2.532, -1.409)
H (3.959, -1.686, -1.749)
H (2.638, -1.843, -3.828)
H (1.244, -1.066, -3.020)
H (3.060, 2.017, -2.822)
H (1.487, 1.252, -2.451)
H (2.816, 1.480, -0.361)
H (4.179, 0.626, -1.117)
H (0.358, 2.620, -0.958)
H (0.071, 4.864, 1.091)
H (1.429, 3.752, 0.983)
H (1.125, 4.898, -0.325)
H (-0.854, 4.566, -1.882)
H (-1.930, 4.582, -0.482)
H (-1.971, 3.226, -1.605)

Summary:
SMILES: CCOc1ccccc1C(=O)N[C@@H](C(=O)Nc1ccccc1N1CCOCC1)C(C)C
Highest occupied orbital energy: -8.410 eV
HOMO-LUMO gap: 8.987 eV
Multiplicity: 1
Net charge: 0

=====

Record 4
Molecular formula: C40H50ClHfN10O5
Method: DFT, wB97M-V/def2-TZVPD

Atoms and positions in Å:
Hf (0.412, 0.051, -0.192)
N (1.865, -1.546, 0.880)
C (2.213, -1.657, 2.302)
C (1.108, -1.021, 3.146)
N (0.925, 0.360, 2.694)
H (1.367, -2.422, 0.631)
H (2.708, -1.528, 0.303)
H (3.155, -1.137, 2.498)
H (2.326, -2.703, 2.607)
H (1.374, -1.094, 4.212)
H (0.165, -1.556, 2.993)
H (1.766, 0.886, 2.923)
H (0.178, 0.778, 3.243)
O (-5.172, 1.763, 4.335)
C (-4.079, 2.634, 4.171)
C (-3.108, 2.032, 3.194)
C (-3.054, 0.649, 2.982)
C (-2.164, 0.163, 2.047)
N (-1.317, 0.909, 1.340)
C (-1.355, 2.253, 1.544)
C (-2.244, 2.824, 2.471)
C (-0.444, 3.060, 0.765)
C (-0.480, 4.461, 0.813)
C (0.350, 5.220, 0.022)
C (0.269, 6.720, 0.077)
O (-0.423, 7.107, 1.244)
C (1.238, 4.540, -0.824)
C (1.254, 3.163, -0.795)
N (0.449, 2.411, -0.033)
H (-5.826, 2.174, 4.910)
H (-3.565, 2.801, 5.135)
H (-4.402, 3.617, 3.794)
H (-3.712, -0.011, 3.522)
H (-2.122, -0.898, 1.864)
H (-2.265, 3.891, 2.622)
H (-1.156, 4.985, 1.463)
H (-0.263, 7.077, -0.821)
H (1.282, 7.147, 0.060)
H (-0.476, 8.067, 1.285)
H (1.906, 5.078, -1.476)
H (1.963, 2.621, -1.407)
Cl (0.261, -5.834, -2.741)
C (-0.308, -4.249, -3.076)
C (-1.204, -4.015, -4.110)
C (-1.602, -2.707, -4.326)
C (-1.132, -1.711, -3.486)
N (-0.283, -1.930, -2.487)
C (0.141, -3.173, -2.314)
H (-1.550, -4.818, -4.742)
H (-2.251, -2.461, -5.151)
H (-1.412, -0.683, -3.654)
H (0.884, -3.331, -1.546)
O (-0.805, -5.628, 1.748)
C (-1.949, -4.949, 1.650)
C (-3.096, -5.531, 2.201)
C (-4.308, -4.881, 2.149)
C (-4.418, -3.649, 1.511)
C (-3.299, -3.063, 0.964)
C (-2.048, -3.681, 1.040)
C (-0.829, -2.983, 0.567)
O (0.252, -3.624, 0.569)
O (-0.900, -1.763, 0.210)
H (-0.099, -5.088, 1.316)
H (-2.990, -6.498, 2.669)
H (-5.176, -5.333, 2.606)
H (-5.376, -3.154, 1.454)
H (-3.365, -2.102, 0.471)
C (5.180, -0.326, 0.567)
C (4.608, 1.034, 0.143)
C (3.452, 1.479, 1.035)
C (4.320, 1.042, -1.350)
C (5.423, 1.397, -2.105)
C (5.406, 1.467, -3.484)
C (4.199, 1.238, -4.116)
C (3.053, 0.906, -3.422)
C (1.836, 0.698, -4.297)
C (0.565, 1.326, -3.737)
C (1.699, -0.798, -4.582)
C (3.068, 0.690, -1.990)
N (2.029, 0.172, -1.332)
H (5.363, -0.339, 1.640)
H (6.130, -0.501, 0.065)
H (4.521, -1.148, 0.299)
H (5.418, 1.757, 0.301)
H (2.563, 0.884, 0.817)
H (3.224, 2.527, 0.852)
H (3.744, 1.371, 2.080)
H (6.344, 1.625, -1.586)
H (6.293, 1.725, -4.043)
H (4.139, 1.325, -5.192)
H (2.036, 1.196, -5.252)
H (0.324, 0.873, -2.774)
H (-0.262, 1.187, -4.430)
H (0.701, 2.398, -3.602)
H (1.641, -1.338, -3.641)
H (2.576, -1.145, -5.127)
H (0.815, -1.006, -5.182)
N (-4.419, -1.274, -2.841)
C (-4.339, 0.020, -3.199)
N (-5.194, 0.494, -4.113)
N (-3.453, 0.848, -2.712)
C (-2.452, 0.647, -1.959)
N (-1.472, 0.639, -1.332)
H (-5.102, -1.898, -3.237)
H (-3.791, -1.645, -2.147)
H (-5.929, -0.070, -4.502)
H (-5.138, 1.467, -4.359)

Summary:
Highest occupied orbital energy: -8.308 eV
HOMO-LUMO gap: 5.217 eV
Multiplicity: 1
Net charge: +1

=====

Q: Which ΔE to the lowest compared entry with this formula, charge and spin values were calculated for the entries above? A: 5.9, 0.0, 20.5, 45.3, in kcal/mol.
Q: Which electronic energy values were calculated for the entries above? A: -37717.52496, -58069.48394, -38052.45799, -81259.49266, in eV.